[1]
C15H26FeN6O5PS as an isolated structure in a non-equilibrium geometry. Source: OMol25; level of theory: ωB97M-V/def2-TZVPD.

## Properties
- relative energy (zero: lowest compared OMol25 entry of this formula, charge and spin) (kJ/mol) = 57.8
- total charge = +2
- gap between HOMO and LUMO (alpha / beta) (eV) = 7.96 / 6.80
- calculated total energy (eV) = -89654.5584
- 2S+1 = 6
- largest force on an atom (eV/A) = 1.0

Structure (XYZ):
```
55
Properties=species:S:1:pos:R:3:forces:R:3:lowdin_spin:R:1
Fe -0.453008 0.113028 0.597283 -0.816 -0.557 -0.198 4.13
N -4.500737 1.717629 -0.433186 -0.004 -0.079 -0.015 0.01
C -3.436554 0.966953 -0.125762 -0.054 0.002 -0.024 0.03
S -2.259473 1.648734 0.964275 0.094 0.260 -0.084 0.24
N -3.343233 -0.225507 -0.656515 0.229 0.038 0.153 0.02
N -2.224218 -0.882669 -0.225525 -0.283 -0.116 -0.053 0.10
C -2.222847 -2.152083 -0.354834 0.136 0.004 -0.033 0.01
C -1.017923 -2.866653 0.059589 -0.083 0.112 -0.018 0.01
C -0.930761 -4.249434 0.046562 -0.022 0.046 0.008 0.00
C 0.230007 -4.846336 0.509488 0.023 0.008 0.010 0.00
C 1.255995 -4.039019 0.976078 -0.013 -0.038 -0.002 0.00
C 1.091497 -2.665719 0.940846 -0.034 -0.002 -0.007 0.01
N -0.013995 -2.080654 0.478933 0.242 -0.080 -0.055 0.06
H -4.624973 2.627069 -0.027348 0.011 0.009 -0.005 0.00
H -5.253183 1.304162 -0.960055 -0.011 0.011 0.006 0.00
H -3.092014 -2.673179 -0.741864 0.011 0.003 -0.033 0.00
H -1.765453 -4.836643 -0.310771 0.003 -0.007 0.005 0.00
H 0.328763 -5.923299 0.514743 0.001 0.000 0.002 0.00
H 2.172300 -4.462050 1.362034 0.000 0.001 -0.003 0.00
H 1.873338 -2.010890 1.300806 -0.003 0.015 -0.010 0.00
C 0.680221 3.783393 -1.472901 -0.058 -0.003 -0.033 0.00
O 0.248871 2.537110 -0.878220 -0.019 0.065 -0.227 0.01
P -0.468000 1.376535 -1.696158 0.581 0.511 0.487 0.09
O 0.579710 1.089331 -2.877592 -0.144 -0.181 -0.095 0.04
C 0.783825 -0.239218 -3.390304 -0.028 0.035 0.011 0.00
O -1.665170 2.160204 -2.380002 -0.078 -0.151 -0.105 0.03
C -2.372307 1.595497 -3.507921 0.005 -0.004 0.068 0.00
H 1.090411 4.381548 -0.665691 0.003 -0.009 0.001 0.00
H -0.170641 4.293678 -1.918167 0.012 0.007 -0.005 0.00
H 1.442546 3.590830 -2.225615 -0.005 0.009 -0.005 0.00
H 1.790524 -0.270285 -3.797159 -0.002 -0.011 -0.002 0.00
H 0.068930 -0.450099 -4.183670 0.006 -0.013 -0.002 0.00
H 0.682757 -0.981772 -2.594964 0.000 -0.007 -0.002 0.00
H -3.188858 2.276123 -3.723420 0.004 0.004 -0.015 0.00
H -2.772845 0.614667 -3.247952 -0.008 0.002 -0.015 0.00
H -1.706075 1.534015 -4.366506 -0.012 -0.004 -0.011 0.00
C 4.818847 -1.095106 -0.375285 0.016 0.005 -0.004 0.00
C 4.159878 0.280739 -0.518567 -0.067 0.018 -0.015 0.00
C 2.740729 0.242399 -0.180015 0.023 0.071 -0.028 0.01
N 1.628315 0.195268 0.087573 0.135 0.089 0.156 0.04
H 5.864340 -1.017121 -0.663945 -0.001 -0.006 0.002 0.00
H 4.339734 -1.829404 -1.020769 0.003 -0.001 -0.002 0.00
H 4.776708 -1.446193 0.654521 -0.004 0.001 0.000 0.00
H 4.234536 0.657952 -1.540583 0.001 -0.006 -0.003 0.00
H 4.625327 1.023068 0.132264 0.015 -0.010 -0.001 0.00
N -0.128255 2.025234 4.878806 0.044 0.034 -0.108 0.00
C -0.702297 0.662872 4.595490 0.039 0.080 -0.011 0.00
C -0.470140 0.361897 3.123565 0.019 -0.101 -0.179 0.01
O 0.164015 1.221869 2.437828 0.032 -0.140 0.226 0.06
O -0.939339 -0.674380 2.631030 0.128 0.187 0.199 0.06
H -0.842668 2.694948 5.163469 -0.001 0.014 0.012 0.00
H 0.287835 2.342769 3.977472 -0.061 -0.091 0.072 0.00
H 0.594308 2.008519 5.597584 0.003 0.016 0.011 0.00
H -1.768930 0.668615 4.804274 -0.005 -0.033 -0.015 0.00
H -0.220364 -0.078961 5.226746 -0.003 -0.008 -0.006 0.00
```
Forces are in eV/Å.



[2]
One molecule with the formula C3H6N2O in a non-equilibrium geometry. Source: OMol25; level of theory: ωB97M-V/def2-TZVPD.

## Properties
- relative energy (zero: lowest compared OMol25 entry of this formula, charge and spin) (kJ/mol) = 136.1
- gap between HOMO and LUMO (eV) = 9.99
- calculated total energy (eV) = -8235.2877
- 2S+1 = 1
- structure (SMILES) = [H]/N=C(/N)CC=O
- largest force on an atom (eV/A) = 2.7

Structure (XYZ):
```
12
Properties=species:S:1:pos:R:3:forces:R:3:nbo_charge:R:1
C -0.925993 0.261729 -0.097822 -1.556 -0.209 -0.657 0.44
C 0.145155 0.336679 0.967836 -1.182 0.373 1.223 -0.61
C 1.512038 -0.167879 0.617840 1.004 0.540 0.589 0.45
H 0.343325 -0.906691 -1.136846 -2.309 -0.144 0.265 0.41
H -1.258109 -0.893766 -1.779424 -0.422 0.305 0.188 0.39
H -2.111914 1.544392 0.662202 0.177 0.336 -0.051 0.33
H 0.284241 1.421143 1.241980 -0.078 -1.032 0.054 0.26
H -0.297213 -0.217343 1.884509 1.072 0.889 -1.223 0.27
H 2.284355 -0.030385 1.390996 -0.266 -0.020 0.509 0.12
N -0.714154 -0.813810 -0.934319 2.641 0.126 -0.657 -0.83
N -2.006442 0.969636 -0.167099 1.129 -0.894 0.274 -0.71
O 1.926535 -0.573914 -0.435078 -0.210 -0.271 -0.513 -0.52
```
Forces are in eV/Å.



[3]
C5H10O2 as an isolated structure. Source: OMol25; level of theory: ωB97M-V/def2-TZVPD.

## Properties
- relative energy (zero: lowest compared OMol25 entry of this formula, charge and spin) (kJ/mol) = 369.9
- gap between HOMO and LUMO (eV) = 10.37
- calculated total energy (eV) = -9439.2094
- 2S+1 = 1
- largest force on an atom (eV/A) = 0.4

Structure (XYZ):
```
17
Properties=species:S:1:pos:R:3:forces:R:3:nbo_charge:R:1
C -2.531702 -0.918934 0.034259 -0.236 -0.154 -0.249 -0.25
O -1.858207 -0.137562 0.996413 0.181 -0.077 0.174 -0.72
C 0.585699 0.376904 -0.574408 -0.168 0.013 -0.144 -0.29
C 0.956614 1.626964 0.202633 -0.281 0.127 0.133 -0.06
O 2.366281 1.302343 0.120736 0.144 0.077 0.048 -0.52
C 2.062431 0.174731 -0.690075 0.241 -0.174 -0.230 0.09
C 1.252952 -0.817870 0.079002 0.010 -0.110 0.068 -0.47
H -3.365465 -0.321177 -0.345494 0.114 -0.115 0.061 0.18
H -1.883671 -1.181855 -0.815016 -0.108 0.046 0.134 0.16
H -2.937037 -1.848203 0.459970 0.075 0.149 -0.045 0.16
H -0.202920 0.287706 -1.311845 0.170 0.029 0.132 0.23
H 0.600566 1.702339 1.236721 0.051 -0.002 -0.145 0.18
H 0.745600 2.556029 -0.338293 0.045 -0.150 0.080 0.19
H 2.713041 -0.040891 -1.531317 -0.102 -0.035 0.145 0.20
H 1.071870 -1.774631 -0.406145 0.051 0.184 0.028 0.23
H 1.384665 -0.860517 1.161156 -0.017 0.049 -0.176 0.22
H -0.994629 -0.541872 1.151038 -0.170 0.143 -0.014 0.47
```
Forces are in eV/Å.